[1]
64
Properties=species:S:1:pos:R:3 method="wB97M-V/def2-TZVPD" charge=0 orbital_gap_ev=8.7 smiles="O=CCN(B(O)O)C(=O)O.COCCNCCOC.COCCNCCOC" total_energy_ev=-39712.39645
O 2.1825 -0.3286 1.7277
C 2.2454 -0.5374 0.5879
C 1.3294 0.1019 -0.4297
N 0.1427 0.7103 0.1805
B -1.1007 -0.0363 -0.0534
O -1.2991 -0.8830 -1.1144
O -2.1329 0.1737 0.8345
C 0.0299 2.0581 -0.1778
O -0.0545 2.4519 -1.2843
O 0.0293 2.8668 0.8430
H 2.9996 -1.2156 0.1577
H 1.1183 -0.6135 -1.2189
H 1.9203 0.8857 -0.8931
H -1.4062 -0.3554 -1.9177
H -2.3925 -0.6622 1.2342
H -0.1025 3.7503 0.4795
C -6.0224 -3.5806 -6.0307
O -4.8962 -3.5777 -6.8877
C -4.8178 -2.4528 -7.7552
C -3.6960 -1.5161 -7.3524
N -3.9967 -0.8232 -6.1042
C -2.8649 -0.1168 -5.5067
C -1.6218 -0.9145 -5.1144
O -1.7992 -1.7969 -4.0190
C -2.3955 -3.0431 -4.3326
H -6.0890 -4.5692 -5.5791
H -5.9230 -2.8449 -5.2254
H -6.9447 -3.3861 -6.5846
H -5.7745 -1.9259 -7.8118
H -4.5953 -2.8407 -8.7532
H -3.5567 -0.7715 -8.1420
H -2.7792 -2.1143 -7.2826
H -4.3450 -1.4928 -5.4320
H -3.2407 0.3688 -4.6022
H -2.5622 0.6843 -6.1886
H -0.8727 -0.1895 -4.7821
H -1.1744 -1.4433 -5.9639
H -2.1046 -3.3985 -5.3234
H -3.4840 -2.9892 -4.2572
H -2.0550 -3.7660 -3.5911
C 3.1402 2.7913 8.5742
O 3.4916 1.4775 8.1864
C 2.4191 0.7173 7.6399
C 2.5869 0.5031 6.1486
N 2.3912 1.7395 5.4017
C 2.8015 1.6762 3.9954
C 4.2581 1.3532 3.6741
O 5.1918 2.3634 4.0245
C 5.5913 2.3787 5.3815
H 3.9652 3.1925 9.1613
H 2.9897 3.4445 7.7082
H 2.2370 2.7965 9.1908
H 1.4516 1.1734 7.8688
H 2.4472 -0.2603 8.1300
H 1.8474 -0.2297 5.8119
H 3.5854 0.0769 5.9891
H 2.9091 2.4806 5.8535
H 2.5782 2.6546 3.5614
H 2.1631 0.9562 3.4827
H 4.3283 1.2636 2.5877
H 4.5736 0.3840 4.0785
H 5.6399 1.3734 5.8065
H 4.9278 3.0064 5.9819
H 6.5872 2.8212 5.4278

***

[2]
61
Properties=species:S:1:pos:R:3 method="wB97M-V/def2-TZVPD" charge=-1 orbital_gap_ev=5.0 total_energy_ev=-46485.42972
C 0.0479 -1.4667 2.9930
N -1.1499 -1.1081 2.2401
C -2.1549 -0.3348 2.9904
B -0.8397 -0.5089 0.9299
O -1.6134 -1.0653 -0.1627
B 0.3016 0.7099 0.5808
N -0.0047 1.2705 -0.8842
P 0.2121 2.2128 1.8058
N 0.1887 1.9615 3.4053
H 0.8416 -1.7190 2.2962
H -0.1929 -2.3906 3.5414
H 0.3817 -0.7375 3.7325
H -1.8251 -0.2447 4.0216
H -3.1101 -0.8554 2.9809
H -2.2766 0.6831 2.6195
H -1.0742 -1.7181 -0.6088
H 1.4223 0.2887 0.5253
H 0.5602 2.0836 -1.1100
H -0.9759 1.5643 -0.9103
H -0.8982 2.9919 1.3662
H 1.3170 3.0424 1.4883
H 0.9821 2.4444 3.8117
O -4.5495 0.5530 4.6512
H -5.0089 -0.2273 4.9735
H -5.0395 0.8188 3.8669
O 1.4967 3.7718 -2.3757
H 2.3356 3.4703 -2.7455
H 0.8362 3.5187 -3.0346
O 1.1943 -4.1262 1.7031
H 0.7030 -4.2781 2.5162
H 0.5576 -3.6404 1.1650
O -1.8355 -4.0113 0.3500
H -2.0485 -3.0808 0.5508
H -2.4376 -4.2540 -0.3595
O 3.9462 -4.8474 0.2613
H 2.9895 -4.7097 0.2986
H 4.0583 -5.7615 0.5404
O 2.5936 -1.6537 0.0320
H 3.0055 -2.3529 0.5528
H 1.7684 -2.0222 -0.2923
O -0.7616 5.5527 -1.3659
H -0.7191 6.3598 -1.8890
H 0.0626 5.0816 -1.5523
O -1.0459 -7.2697 0.3338
H -1.2675 -6.3470 0.5144
H -1.6425 -7.5261 -0.3745
O -4.2576 0.1635 -0.2097
H -4.2428 0.9964 -0.6889
H -3.4345 -0.2767 -0.4762
O 4.0490 -5.8603 -2.7161
H 4.8310 -5.3109 -2.8182
H 3.6380 -5.5147 -1.9136
O -0.4753 7.7807 -3.7900
H -0.8973 8.6356 -3.6594
H -0.8657 7.4448 -4.6019
O 4.2262 3.1003 -3.1431
H 4.2639 3.8773 -3.7110
H 5.0446 2.6280 -3.3183
O -0.0316 3.7314 -4.8699
H -0.5368 4.5490 -4.8696
H -0.4152 3.1948 -5.5694

***

[3]
15
Properties=species:S:1:pos:R:3 method="wB97M-V/def2-TZVPD" charge=0 orbital_gap_ev="8.4 / 7.7" total_energy_ev=-18086.99437
C -0.4551 0.8576 -0.8954
C -0.1075 -1.2893 2.3648
C 0.8630 -1.1888 -0.8008
C -0.4240 -0.4766 -0.8660
N -1.3766 1.7682 -1.1070
N -0.6655 2.8674 -0.6801
S 0.8273 2.0734 -0.3678
H -0.9034 -0.6661 2.7435
H -0.0938 -2.0880 1.7293
H 0.7184 -0.6914 2.6823
H 1.7208 -0.5608 -0.5511
H 1.1598 -1.5905 -1.7780
H 0.7827 -1.9674 -0.1009
H -1.3403 -0.7968 -1.2885
H -0.7057 3.7490 -1.0844

***

[4]
19
Properties=species:S:1:pos:R:3 method="wB97M-V/def2-TZVPD" charge=0 orbital_gap_ev="7.7 / 7.7" total_energy_ev=-8354.67473
C -0.8942 0.1986 0.1206
C -1.1628 -0.9519 -0.8263
C -2.1153 0.7931 0.7615
C 0.8999 -1.3526 1.0562
C 2.3067 1.1958 -0.8804
N 0.1212 1.0298 -0.1498
N 1.2923 0.5846 -0.0172
H -1.9066 -0.6310 -1.5695
H -1.5885 -1.8129 -0.3042
H -0.2664 -1.2827 -1.3458
H -2.9137 0.9816 0.0312
H -2.5205 0.0910 1.4967
H -1.8813 1.7253 1.2744
H 0.1020 -2.0860 1.0274
H 1.8279 -1.7049 0.6280
H 1.0134 -0.8255 1.9940
H 3.2909 0.9789 -0.4677
H 2.2497 0.7929 -1.8967
H 2.1454 2.2757 -0.9324

***

[5]
77
Properties=species:S:1:pos:R:3 method="wB97M-V/def2-TZVPD" charge=+3 orbital_gap_ev="6.0 / 7.8" total_energy_ev=-162988.03593 s2=6.176 multiplicity=5
Mn -0.2550 -0.4554 -0.2298
O 1.6243 -0.7373 -0.5658
S 3.0619 -1.2020 -0.2060
C 2.8786 -1.9095 1.4382
C 2.1821 -3.2689 1.3627
C 1.5383 -3.6990 2.6860
C 0.5008 -2.7589 3.2935
S -1.0086 -2.3937 2.3780
O -0.4863 -1.8945 0.9924
C -1.7184 -3.9697 2.0616
C -2.8341 -4.2834 2.8317
C -3.4266 -5.5289 2.6721
C -2.9162 -6.4226 1.7424
C -1.8096 -6.0874 0.9643
C -1.1959 -4.8579 1.1227
C 3.9764 0.2583 0.1397
C 5.1646 0.4103 -0.5639
C 5.9556 1.5242 -0.3100
C 5.5460 2.4619 0.6238
C 4.3443 2.3038 1.3143
C 3.5508 1.1979 1.0785
H 2.3306 -1.1681 2.0225
H 3.8896 -1.9808 1.8443
H 2.9137 -4.0264 1.0804
H 1.4316 -3.2482 0.5729
H 2.3130 -3.8112 3.4491
H 1.1031 -4.6911 2.5621
H 0.8996 -1.7712 3.5359
H 0.1118 -3.1683 4.2311
H -3.2321 -3.5734 3.5473
H -4.2879 -5.7946 3.2692
H -3.3822 -7.3908 1.6181
H -1.4215 -6.7951 0.2442
H -0.3308 -4.5947 0.5279
H 5.4729 -0.3304 -1.2914
H 6.8886 1.6535 -0.8406
H 6.1671 3.3246 0.8245
H 4.0451 3.0388 2.0496
H 2.6214 1.0671 1.6211
C -1.9839 -2.8559 -2.1662
As -2.3861 -1.1526 -1.3577
C -3.8186 -1.4599 -0.1076
C -3.0886 -0.0333 -2.7543
H -2.8940 -3.2265 -2.6387
H -1.6630 -3.5513 -1.3934
H -1.2062 -2.7392 -2.9185
H -4.7045 -1.7439 -0.6762
H -4.0285 -0.5552 0.4594
H -3.5443 -2.2723 0.5630
H -3.8355 -0.6132 -3.2972
H -2.2909 0.2633 -3.4323
H -3.5620 0.8413 -2.3141
N -0.1684 1.3047 -0.9423
S -1.2687 2.5163 -1.1003
C -0.8524 3.3400 -2.6078
C 0.3863 3.9556 -2.7636
C 0.6656 4.5798 -3.9654
C -0.2882 4.6011 -4.9799
C -1.5266 4.0021 -4.8017
C -1.8187 3.3616 -3.6059
C -0.8804 3.7086 0.1564
C 0.3701 3.7768 0.7548
C 0.5996 4.7794 1.6837
C -0.4051 5.6879 1.9963
C -1.6508 5.5997 1.3906
C -1.9007 4.5995 0.4631
H 0.7379 1.5347 -1.3441
H 1.1090 3.9763 -1.9562
H 1.6191 5.0690 -4.1089
H -0.0656 5.1038 -5.9115
H -2.2689 4.0414 -5.5868
H -2.7900 2.9102 -3.4501
H 1.1475 3.0650 0.5068
H 1.5661 4.8596 2.1626
H -0.2159 6.4688 2.7202
H -2.4301 6.3056 1.6424
H -2.8710 4.5242 -0.0137

***

[6]
17
Properties=species:S:1:pos:R:3 method="wB97M-V/def2-TZVPD" charge=+3 orbital_gap_ev=3.0 total_energy_ev=-14384.79709
Hf 2.2420 -1.4588 0.2999
F 0.7746 -0.0669 -0.4735
O -1.1602 1.1234 1.2064
H -2.0274 1.3742 0.8494
H -0.8233 0.4480 0.6041
O 1.4333 -0.0798 2.1710
H 1.5650 -0.3441 3.1044
H 1.4865 0.8988 2.1789
O -2.1665 -1.0168 -0.7984
H -2.8624 -0.6840 -1.3860
H -1.3568 -0.6207 -1.1322
O 1.0271 -2.5069 -1.3995
H 0.2689 -2.2293 -1.9553
H 1.2038 -3.4357 -1.6569
O 0.4325 3.0892 -0.6509
H -0.4627 3.3813 -0.4094
H 0.4255 2.1282 -0.5520

***

[7]
9
Properties=species:S:1:pos:R:3 method="wB97M-V/def2-TZVPD" charge=-1 orbital_gap_ev=6.2 total_energy_ev=-20110.05030
C -0.5550 -1.6837 0.2597
O 0.6034 2.0891 1.1487
O 0.9774 0.7809 -0.9893
O -1.5228 -1.3435 0.8062
O 0.4292 -2.2029 -0.1227
S 1.4004 0.7847 0.5620
H -1.1486 -0.5359 -1.7310
H 0.1102 0.3267 -1.2152
H -0.2942 1.7846 1.2816

***

[8]
25
Properties=species:S:1:pos:R:3 method="wB97M-V/def2-TZVPD" charge=+1 orbital_gap_ev="9.6 / 6.1" total_energy_ev=-12614.27789 s2=0.753 multiplicity=2
C 0.1331 -2.4046 -0.5030
C -0.4467 -2.2880 0.6795
C 1.4252 -1.6569 -0.8840
C 1.2423 -0.2167 -0.6515
C 1.0255 0.7068 -1.7010
C 0.8704 2.1489 -1.4614
H -0.2510 -3.0327 -1.2744
H -1.3189 -2.8793 0.9548
H -0.0459 -1.6663 1.4965
H 1.6858 -1.8475 -1.9304
H 2.2779 -2.0319 -0.3169
H 1.2726 0.1211 0.3973
H 1.0105 0.3846 -2.7636
H -0.0732 2.3494 -0.9586
H 0.9272 2.7185 -2.3553
H 1.6443 2.5213 -0.7571
H -0.2975 1.0777 2.2580
H 0.8159 1.1824 3.3159
O 0.5131 0.6416 2.5768
H -1.5158 0.7432 -1.4369
H -1.4659 -0.5304 -0.5482
O -1.9699 0.2355 -0.7770
H -1.8921 1.2668 0.7510
H -2.5739 1.5021 2.1536
O -1.7884 1.7333 1.6357

***

[9]
22
Properties=species:S:1:pos:R:3 method="wB97M-V/def2-TZVPD" charge=+1 orbital_gap_ev=10.4 smiles="C[N@@H+]1[C@H]2C=C[C@@H]3N(N2)[C@@]31C" total_energy_ev=-11913.66580
C -1.5238 -0.8421 -1.3042
C -0.5299 -0.4954 -2.0922
C -1.6686 -0.3935 0.0508
C 0.3615 0.3751 -1.3058
C -0.3783 -0.0974 0.7899
C -0.1991 -0.2632 2.2990
C 2.0425 0.3075 0.5005
N -0.4223 1.5713 -0.7170
N -1.1059 1.0021 0.3081
N 0.8921 -0.2809 -0.1162
H -2.2051 -1.6094 -1.5838
H -0.2674 -0.7918 -3.1830
H -2.5719 -0.5868 0.5346
H 1.1513 0.8121 -1.8974
H 0.2160 0.5933 2.6616
H 0.2993 -1.1484 2.6572
H -1.2563 -0.2559 2.4802
H 1.9214 1.3703 0.4108
H 2.2794 0.0731 1.5198
H 2.8471 -0.0536 -0.1732
H -1.1158 1.9900 -1.4941
H 1.2338 -1.2764 -0.3455

***

[10]
17
Properties=species:S:1:pos:R:3 method="wB97M-V/def2-TZVPD" charge=0 orbital_gap_ev=9.5 smiles="C=CC=O.C1CC1" total_energy_ev=-8428.41601
O 0.7206 -1.5205 1.1317
C 1.7632 -1.1244 0.6395
C 1.9705 0.2540 0.1781
C 1.0701 1.1808 0.5304
C -0.8970 0.6542 -0.9350
C -1.4278 -0.7104 -1.2088
C -1.8809 0.0322 0.0116
H 2.6112 -1.8187 0.5018
H 2.7596 0.4723 -0.5342
H 0.1512 0.5235 -0.7963
H 1.0180 2.1697 0.0834
H 0.3009 0.9478 1.2595
H -1.1611 1.5452 -1.4913
H -2.0429 -0.8287 -2.0841
H -0.7050 -1.4996 -1.0049
H -2.8761 0.4671 -0.0106
H -1.5622 -0.3437 0.9830

***

[11]
12
Properties=species:S:1:pos:R:3 method="wB97M-V/def2-TZVPD" charge=+2 orbital_gap_ev="6.0 / 7.0" total_energy_ev=-11541.18080 s2=3.761 multiplicity=4
H -1.7371 0.1852 -1.3836
C -0.0740 -0.3010 -0.6514
C -1.0934 0.7458 -0.5668
O -1.5676 1.1909 0.4513
Pt -2.8835 2.1788 0.9827
H 0.0971 -0.7276 -1.6454
O 2.4085 0.3000 0.2003
C 1.2950 -0.2349 0.1670
C 0.4160 -1.1427 0.7498
H 2.6424 0.8137 -0.6018
H -0.1220 -0.7939 1.6421
H 0.6187 -2.2143 0.6557

***

[12]
11
Properties=species:S:1:pos:R:3 method="wB97M-V/def2-TZVPD" charge=0 orbital_gap_ev=9.7 smiles=Nc1ccn[nH]1 total_energy_ev=-7659.99408
N -1.8220 -0.0871 0.3028
C -0.4571 0.0904 0.0050
C 0.4415 -0.9512 -0.1659
C 1.7070 -0.3140 0.0408
N 1.5815 0.9891 0.1977
N 0.2522 1.2328 0.1228
H -1.8700 -0.9257 0.8773
H -2.4829 -0.1865 -0.4589
H 0.0157 -1.2739 -1.1230
H 2.6817 -0.7555 0.2327
H -0.0475 2.1817 -0.0314

***

[13]
104
Properties=species:S:1:pos:R:3 method="wB97M-V/def2-TZVPD" charge=-1 orbital_gap_ev=6.8 total_energy_ev=-114412.20171
C 0.3664 -1.7381 -3.2051
C 0.5332 -3.1344 -3.8542
C 1.7751 -3.2591 -4.7475
C 3.1026 -3.2463 -3.9476
C 3.8653 -1.9013 -3.9231
Ga 4.8142 -1.5665 -2.1327
C 3.8412 -0.0740 -1.1072
C 3.7435 -0.1539 0.4327
C 4.9322 -0.8756 1.0803
C 4.8420 -0.9747 2.5921
F 5.2853 0.1776 3.2156
F 3.5437 -1.1305 3.0383
C 5.6451 -2.1445 3.2088
F 6.8885 -2.1847 2.7147
F 5.7403 -2.0332 4.5391
F 5.0606 -3.3163 2.9387
H 1.1054 -1.0381 -3.6062
H -0.6372 -1.3313 -3.3755
H 0.5369 -1.7836 -2.1224
H -0.3744 -3.4019 -4.4135
H 0.6281 -3.8849 -3.0573
H 1.7862 -2.4420 -5.4827
H 1.6954 -4.1949 -5.3240
H 3.7648 -4.0293 -4.3394
H 2.8657 -3.5601 -2.9176
H 3.1737 -1.0829 -4.1608
H 4.6437 -1.9046 -4.6995
H 4.7915 -2.9841 -1.3375
H 6.3727 -1.1472 -2.3534
H 2.8152 -0.0555 -1.5067
H 4.2830 0.8927 -1.3918
H 2.8127 -0.6561 0.7178
H 3.6975 0.8595 0.8668
H 5.0432 -1.8838 0.6589
H 5.8590 -0.3344 0.8506
C 1.3742 1.6940 3.7763
O 2.0952 2.8892 3.9747
C 3.3662 2.8261 3.3435
C 3.9263 4.2097 3.1181
O 3.3545 4.8872 2.0091
C 2.0773 5.4654 2.1940
C 2.1067 6.8151 2.8735
O 2.2795 6.6826 4.2735
C 2.6864 7.8842 4.8779
H 1.8924 0.8307 4.2086
H 0.4051 1.8081 4.2613
H 1.2193 1.5071 2.7071
H 3.2784 2.3144 2.3781
H 4.0600 2.2545 3.9708
H 4.9824 4.0992 2.8652
H 3.8498 4.8062 4.0311
H 1.4026 4.7867 2.7212
H 1.6878 5.6185 1.1852
H 1.1586 7.3351 2.6716
H 2.9240 7.4108 2.4472
H 3.6458 8.2285 4.4731
H 2.8013 7.6927 5.9433
H 1.9417 8.6784 4.7386
C -5.0728 -7.7847 -2.2648
O -4.8588 -6.4652 -1.8287
C -3.5702 -6.2885 -1.2646
C -3.2012 -4.8252 -1.1915
O -2.7754 -4.2783 -2.4251
C -3.7691 -3.9386 -3.3726
C -4.4933 -2.6486 -3.0637
O -5.4769 -2.8394 -2.0613
C -5.8892 -1.6244 -1.4835
H -5.0055 -8.4998 -1.4352
H -6.0742 -7.8313 -2.6892
H -4.3462 -8.0728 -3.0339
H -2.8187 -6.8142 -1.8663
H -3.5558 -6.7098 -0.2493
H -2.3318 -4.7431 -0.5359
H -4.0171 -4.2448 -0.7537
H -4.4811 -4.7546 -3.5216
H -3.2214 -3.7855 -4.3051
H -4.9748 -2.2819 -3.9817
H -3.7597 -1.9011 -2.7376
H -5.0487 -1.1041 -1.0092
H -6.6338 -1.8584 -0.7248
H -6.3394 -0.9565 -2.2283
C -2.4506 -0.7615 1.5586
O -2.9104 0.5713 1.5712
C -1.9237 1.4707 2.0455
C -2.2384 2.8905 1.6366
O -1.9052 3.1873 0.2915
C -2.8147 2.7590 -0.7053
C -3.9934 3.6852 -0.8950
O -4.9615 3.4959 0.1221
C -5.8707 4.5656 0.2002
H -2.1860 -1.1043 2.5661
H -3.2588 -1.3821 1.1758
H -1.5751 -0.8747 0.9096
H -0.9376 1.1957 1.6535
H -1.8859 1.4198 3.1431
H -1.6056 3.5496 2.2354
H -3.2836 3.1268 1.8517
H -3.1560 1.7375 -0.5226
H -2.2402 2.7680 -1.6338
H -4.4492 3.4838 -1.8751
H -3.6365 4.7229 -0.8877
H -5.3575 5.5083 0.4248
H -6.5695 4.3434 1.0046
H -6.4327 4.6859 -0.7345

***

[14]
13
Properties=species:S:1:pos:R:3 method="wB97M-V/def2-TZVPD" charge=0 orbital_gap_ev=9.1 total_energy_ev=-7793.67141
C -2.0806 -1.0877 -0.7440
C 0.9247 0.7046 -0.4529
C 1.5779 0.8194 0.8111
C 1.1022 0.2538 1.8354
H -2.7495 -1.3574 0.2299
H -2.5507 -0.0521 -1.3216
H -1.7426 -1.8023 -1.5746
H 1.3421 1.5671 -0.9933
H 2.3889 1.4525 0.7332
H 0.1732 -0.1793 1.7574
H 1.5335 0.3229 2.9428
N -0.2271 0.3276 -1.0586
O -0.7438 -0.7982 -0.3827

***

[15]
10
Properties=species:S:1:pos:R:3 method="wB97M-V/def2-TZVPD" charge=-1 orbital_gap_ev="5.0 / 7.4" total_energy_ev=-12516.07197 s2=0.753 multiplicity=2
O 1.2878 0.2427 -3.1478
C 1.4331 0.2701 -1.9463
O -0.1550 0.1559 -0.9822
C -0.3975 0.6049 0.3702
C -0.3694 -0.6104 1.2980
Pb 0.2602 -1.8229 -0.4752
H -1.3894 1.0932 0.3574
H 0.3296 1.3835 0.6649
H -1.3545 -0.8243 1.7416
H 0.3551 -0.4926 2.1193

***

[16]
23
Properties=species:S:1:pos:R:3 method="wB97M-V/def2-TZVPD" charge=0 orbital_gap_ev="8.5 / 8.5" total_energy_ev=-13514.32804
C 0.8172 1.1042 -1.0892
C 0.0743 -0.1880 1.9746
C 1.1160 -0.1889 -0.9624
C -0.3868 -0.3793 -0.7901
C 1.4084 2.4252 -1.0912
C 2.3029 -1.0458 -1.1094
C -1.2294 -1.5604 -0.8112
C -0.7497 2.1488 2.3434
N -0.6815 0.8660 -0.7165
N -0.3480 0.8026 2.4474
O 0.4501 -1.2998 1.9362
H 1.3106 3.0159 -2.0296
H 2.5129 2.4107 -1.1106
H 1.0277 2.9473 -0.2652
H 3.2971 -0.5872 -1.0120
H 2.3034 -1.4415 -2.1860
H 2.2900 -1.8413 -0.4149
H -2.2959 -1.3405 -0.8701
H -1.0729 -2.1839 0.0556
H -1.0040 -2.2128 -1.6732
H 0.2870 2.7010 2.1937
H -1.3303 2.3800 1.5454
H -1.1349 2.5543 3.2930